[1]
{
  "formula": "C2H4NO4",
  "method": "ωB97M-V/def2-TZVPD",
  "symbols": ["O", "C", "N", "C", "O", "O", "H", "H", "H", "H", "O"],
  "xyz": [[1.57206, 0.43740, -0.40047], [0.93289, 1.05748, 0.44433], [-0.40389, 0.96734, 0.77714], [-1.53817, 0.07676, 0.27928], [-1.26633, -0.73346, -0.64608], [-2.59687, 0.33452, 0.91179], [1.37771, 1.84330, 1.10115], [-0.71678, 1.45482, 1.46024], [0.06582, -1.83686, -1.26108], [1.52687, -1.43276, -1.18661], [1.04669, -2.16855, -1.47966]],
  "forces_ev_per_angstrom": [[-0.56, 0.88, 1.02], [-1.19, -0.42, -0.03], [2.88, -4.89, -6.41], [-0.27, -0.46, -0.40], [-0.52, 1.23, 1.45], [1.54, -0.39, -0.93], [0.31, -0.21, -0.30], [-2.17, 4.26, 5.61], [2.78, -0.71, -0.50], [1.08, 1.86, 0.69], [-3.89, -1.15, -0.19]],
  "orbital_gap_ev": 9.26,
  "largest_force_ha_per_bohr": 0.16648,
  "e_tot_ev": -11821.20178,
  "relative_energy_kcal_mol": 28.8,
  "homo_energy_ev": -5.4,
  "charge": -1
}



[2]
{
  "formula": "C24H12F5N3Ta",
  "method": "ωB97M-V/def2-TZVPD",
  "symbols": ["Ta", "C", "C", "N", "C", "C", "C", "C", "C", "C", "C", "N", "C", "C", "C", "C", "C", "C", "C", "C", "N", "C", "H", "H", "H", "H", "H", "H", "H", "H", "H", "H", "H", "H", "F", "C", "C", "C", "F", "C", "F", "C", "F", "C", "F"],
  "xyz": [[-0.05638, 0.03578, 0.19211], [-2.85116, 3.33453, -1.04071], [-2.08218, 2.45089, -0.29861], [-1.28997, 1.53373, -0.87699], [-1.26190, 1.42146, -2.23985], [-2.03212, 2.27116, -3.05392], [-2.82483, 3.25041, -2.41776], [-1.96507, 2.10677, -4.45889], [-1.20243, 1.09786, -4.99490], [-0.40466, 0.28544, -4.18536], [-0.34896, 0.48507, -2.80846], [0.55383, -0.00997, -1.87373], [1.87409, -0.34359, -2.14318], [2.46053, -0.77715, -3.33008], [3.84806, -0.76557, -3.48858], [4.67667, -0.34275, -2.47710], [4.13393, -0.00776, -1.21276], [4.91459, 0.39207, -0.10720], [4.31086, 0.68530, 1.09823], [2.93045, 0.59300, 1.19837], [2.15992, 0.25333, 0.15286], [2.73873, -0.06293, -1.04330], [-3.45369, 4.07070, -0.52802], [-2.10420, 2.47622, 0.78502], [-3.40963, 3.93653, -3.01965], [-2.52827, 2.77583, -5.09755], [-1.19614, 0.93550, -6.06425], [0.15137, -0.50560, -4.65980], [1.86451, -1.14417, -4.14868], [4.26768, -1.07638, -4.43582], [5.74654, -0.27192, -2.62927], [5.99045, 0.47018, -0.21399], [4.88624, 0.98804, 1.96145], [2.43034, 0.79678, 2.13857], [-2.84980, -0.14820, 1.26196], [-2.27281, -1.22815, 1.84627], [-0.94978, -1.41518, 1.46073], [-0.22547, -2.48637, 1.98144], [1.04168, -2.57479, 1.53018], [-0.78444, -3.34668, 2.89481], [-0.12843, -4.34891, 3.42090], [-2.12114, -3.11360, 3.27264], [-2.66627, -3.90389, 4.13585], [-2.88427, -2.04628, 2.76073], [-4.11510, -1.86543, 3.16588]],
  "forces_ev_per_angstrom": [[0.90, 1.29, -2.59], [0.04, -0.04, 0.04], [-0.14, 0.14, 0.05], [0.77, -1.08, 1.19], [0.34, 0.04, -0.51], [-0.09, -0.16, 0.22], [0.03, -0.06, 0.00], [0.05, -0.10, -0.05], [-0.21, 0.17, -0.10], [0.18, -0.14, 0.40], [-0.62, 0.45, -0.39], [-0.92, -0.79, 2.26], [0.82, -0.10, 0.05], [-0.37, 0.07, 0.21], [0.27, -0.02, 0.05], [-0.07, -0.06, -0.07], [-0.14, -0.14, 0.20], [-0.05, -0.03, -0.01], [-0.06, 0.00, 0.00], [0.14, 0.03, 0.13], [-1.76, -0.23, 0.51], [0.06, 0.14, -0.57], [-0.01, 0.00, 0.00], [0.01, 0.03, 0.00], [-0.02, -0.01, 0.00], [-0.03, -0.03, 0.00], [0.00, 0.00, 0.01], [0.07, 0.05, -0.02], [-0.01, 0.08, -0.04], [0.00, -0.01, 0.01], [0.00, -0.05, 0.00], [0.00, -0.02, 0.01], [0.00, -0.01, 0.01], [0.01, 0.04, 0.01], [-0.31, -0.18, 0.26], [0.13, 0.19, -0.10], [0.92, 0.64, -1.12], [0.20, 0.10, -0.19], [-0.22, -0.35, 0.33], [0.14, 0.02, -0.07], [0.01, -0.02, 0.01], [0.12, 0.04, -0.09], [-0.07, -0.09, 0.11], [-0.09, 0.23, -0.18], [-0.02, -0.03, 0.02]],
  "orbital_gap_ev": [5.07, 5.07],
  "largest_force_ha_per_bohr": 0.05883,
  "e_tot_ev": -44661.27989,
  "homo_energy_ev": [-17.8, -17.9],
  "charge": 3
}



[3]
{
  "formula": "C6H15NO",
  "method": "ωB97M-V/def2-TZVPD",
  "symbols": ["C", "C", "C", "C", "N", "C", "C", "H", "H", "H", "H", "H", "H", "H", "H", "H", "H", "H", "H", "H", "H", "H", "O"],
  "xyz": [[-1.64013, -2.25477, 0.43546], [-0.13060, -2.19131, 0.21227], [0.31196, -0.73088, 0.22647], [0.38225, -0.12324, -0.92766], [0.53521, 1.31699, -0.92534], [0.10147, 2.21374, 0.25735], [-1.41476, 2.06829, 0.69577], [-2.14834, -3.11674, -0.19807], [-2.16332, -1.36797, 0.06122], [-2.05190, -2.56812, 1.42395], [0.26461, -2.95789, 0.90219], [0.07319, -2.64688, -0.77017], [0.51805, -0.42376, 1.26719], [0.55375, -0.59895, -1.87290], [0.36844, 1.72177, -1.80110], [0.35875, 3.24887, -0.13958], [1.04244, 1.89248, 0.93768], [-1.52490, 1.00695, 0.51974], [-1.46781, 2.42166, 1.70007], [-1.91332, 2.64572, -0.13684], [3.74053, -0.51551, -0.54445], [2.68944, 0.60448, -0.83645], [3.51496, 0.35507, -0.48683]],
  "forces_ev_per_angstrom": [[-2.96, -2.01, -1.15], [-0.02, -0.96, -0.65], [-0.26, -4.86, 4.07], [1.51, 6.28, -1.52], [-2.38, -3.07, 1.62], [3.71, -0.21, -0.41], [2.73, 0.10, -3.06], [1.41, 1.60, 0.85], [0.04, -0.03, 0.34], [0.93, 0.88, -0.30], [0.64, 1.15, 0.19], [-0.04, 0.47, 0.09], [-0.26, 0.89, -0.96], [-0.46, -0.23, -0.38], [0.17, 0.75, -1.76], [-0.39, -1.26, 0.74], [-2.70, 1.06, -0.44], [-1.06, -0.18, 0.67], [-0.67, 0.19, 0.51], [-0.19, -0.55, 1.53], [0.44, -3.65, -0.60], [-1.10, -0.27, -0.80], [0.87, 3.92, 1.42]],
  "orbital_gap_ev": [11.11, 7.60],
  "largest_force_ha_per_bohr": 0.12910,
  "e_tot_ev": -9992.52770,
  "relative_energy_kcal_mol": 62.5,
  "homo_energy_ev": [-14.7, -15.0],
  "multiplicity": 2,
  "s_squared": 0.77,
  "charge": 1
}